Molecular formula: C30H28N6PtSSe
Method: DFT, ωB97M-V/def2-TZVPD

CARTESIAN COORDINATES (ANGSTROEM)
N -1.428 2.830 -1.861
C -1.204 -5.154 -1.431
H -1.699 -1.777 1.220
H 1.924 -1.468 -5.037
H 1.826 8.126 1.567
N 0.399 -0.558 -0.830
C -1.313 0.206 1.536
H -3.669 -1.302 1.805
N 0.372 3.560 -0.551
H 3.215 6.131 1.984
H -1.757 -4.313 -1.853
H 4.324 -2.751 -1.732
C -2.309 0.226 2.525
H -0.393 -4.595 3.865
C 0.854 4.723 0.040
C 0.410 7.094 0.343
H -0.242 -5.208 -1.949
C -2.453 1.365 3.303
C 1.155 -0.972 -3.106
N -0.217 -2.745 -0.332
H -1.749 -6.071 -1.650
S -1.291 5.433 -1.189
H 0.270 -3.002 -1.177
C -0.691 2.440 2.089
C 1.547 7.176 1.131
N -1.170 -1.014 0.834
H -1.742 3.348 3.722
C 1.367 -1.098 -1.732
C -0.286 -3.659 1.943
C -0.268 -1.394 -0.095
H -1.688 -6.956 0.540
C -0.517 1.316 1.285
H -0.944 -0.458 -3.141
H -1.166 1.871 -1.666
H -3.212 1.380 4.076
C 2.332 6.046 1.364
C 3.210 -2.198 -3.487
C 3.431 -2.278 -2.119
H 2.604 3.931 0.983
H -2.332 3.037 -2.241
C 0.079 5.859 -0.193
H 0.173 0.880 -3.447
C -0.584 -4.704 2.805
H -4.035 -0.678 3.407
C -1.096 -5.890 2.303
C 2.085 -1.546 -3.968
H -2.700 -1.805 3.202
C -1.012 -4.992 0.053
H -0.064 3.308 1.932
C 2.796 1.608 -1.342
H -0.119 -0.325 -4.707
H -1.334 -6.709 2.970
C 2.000 4.817 0.820
C -1.638 2.469 3.100
H 0.149 -2.744 2.328
N 2.412 1.827 -2.423
Se 3.424 1.279 0.354
C -0.736 3.775 -1.205
C -1.294 -6.027 0.936
H 3.920 -2.633 -4.180
H -0.206 7.964 0.153
H 2.663 -1.770 -0.175
Pt 0.856 1.434 -0.143
C -0.009 -0.182 -3.632
C 2.504 -1.732 -1.245
C -0.518 -3.791 0.576
C -3.221 -0.959 2.742

HOMO energy	-0.2452	Eh
gap between HOMO and LUMO	6.973	eV
E	-119934.851	eV
energy above the lowest of the compared OMol25 structures with the same formula, charge and spin	1.1281	eV